236
Properties=species:S:1:pos:R:3:forces:R:3:mulliken_charge:R:1 method="wB97M-V/def2-TZVPD" smiles="CN(C)P(=O)(N(C)C)N(C)C.CN(C)P(=O)(N(C)C)N(C)C.CN(C)P(=O)(N(C)C)N(C)C.CN(C)P(=O)(N(C)C)N(C)C.O=S1(=O)CCCC1.O=S1(=O)CCCC1.O=S1(=O)CCCC1.O=S1(=O)CCCC1.O=S1(=O)CCCC1.O=S1(=O)CCCC1.O=S1(=O)CCCC1.O=S1(=O)CCCC1" e_lumo_ha=0.001 max_force_ev_per_a=5.283 homo_ev=-8.723 homo_lumo_gap_ev=8.745
O 19.83286 18.63984 20.94363 1.10 -1.30 0.69 -0.13
P 20.67036 18.04051 22.04881 -0.95 0.91 -0.24 -0.29
N 19.83954 17.08699 23.18164 0.14 0.23 -0.67 0.16
C 18.61268 17.70746 23.72764 -0.12 0.42 0.15 -0.90
C 19.64039 15.71494 22.75138 -2.35 -0.73 0.96 -0.54
N 21.15741 19.30829 23.00655 -0.11 -0.82 -0.60 0.55
C 21.28222 20.64769 22.45834 -0.15 0.56 0.38 -0.77
C 21.75204 19.07780 24.29012 0.70 -0.60 0.81 -1.06
N 21.94838 17.06435 21.49089 -1.23 0.51 0.41 0.81
C 22.06105 16.92156 20.07535 0.13 1.90 -2.52 -0.90
C 22.99077 16.41759 22.25250 -0.02 -1.33 -0.22 -1.08
H 18.80898 18.79296 23.82202 -0.12 -0.59 0.34 0.41
H 18.32648 17.24666 24.70386 0.48 0.39 -0.61 0.29
H 17.69921 17.64764 23.08644 0.78 -0.29 -0.01 0.05
H 19.16149 15.13039 23.57761 0.80 0.38 -0.17 0.42
H 20.55174 15.22033 22.45698 0.09 -0.05 -0.27 0.32
H 18.79651 15.64765 22.02298 0.89 0.07 -0.34 -0.35
H 20.45571 21.29884 22.82901 0.57 -0.26 -0.15 0.27
H 22.25301 21.05835 22.79825 -0.46 0.03 -0.30 0.29
H 21.23118 20.66175 21.36634 0.09 -0.18 0.24 0.06
H 22.67172 19.67303 24.33892 0.10 -0.28 0.21 0.35
H 21.13173 19.38848 25.14471 -0.11 0.00 -0.25 0.26
H 21.99139 17.99190 24.44840 -0.23 1.16 -0.13 0.31
H 22.28808 15.95992 19.62924 0.14 -0.76 0.78 0.49
H 21.12677 17.23316 19.56428 0.36 -0.08 0.57 -0.28
H 22.83411 17.62241 19.62053 -0.53 -0.65 0.65 0.36
H 22.95615 16.60161 23.30837 -0.27 0.37 0.46 0.21
H 23.98349 16.72050 21.90587 -0.07 -0.05 -0.10 0.36
H 22.89142 15.29484 22.15867 0.27 0.96 -0.09 0.33
O 12.01683 14.17866 11.28435 -0.25 -0.55 0.66 -0.95
P 11.28955 13.38787 12.32744 0.37 -0.42 -1.48 0.54
N 11.73688 13.88550 13.85502 -1.65 -0.48 -0.04 1.17
C 13.04886 14.41920 13.99360 1.45 -0.59 -0.22 -0.13
C 11.03205 13.59534 15.12753 0.06 0.43 -0.60 -1.05
N 11.47687 11.70848 12.07880 0.56 1.26 0.36 0.29
C 11.36397 10.96970 13.33167 -0.32 -0.68 -0.92 -1.17
C 12.39072 11.14771 11.05224 -0.13 -0.07 1.77 -0.97
N 9.62734 13.47835 12.27579 -0.44 -0.34 -0.16 0.20
C 9.05979 14.78043 12.60452 0.31 0.02 1.50 -0.57
C 9.09639 12.82090 11.06097 -1.34 -0.29 0.66 -1.11
H 13.71684 13.67017 14.46075 -0.12 0.49 0.27 -1.04
H 13.09261 15.35685 14.52582 -0.21 0.30 0.46 0.00
H 13.48760 14.59229 13.01346 -0.14 0.07 -0.17 0.62
H 10.05975 13.11484 14.99908 0.02 0.39 -0.41 0.34
H 10.91733 14.53162 15.70171 0.02 -0.38 -0.18 0.31
H 11.59720 12.87880 15.69556 0.52 -0.19 0.57 0.15
H 12.10209 11.26188 14.06576 0.36 -0.19 0.20 0.16
H 10.38595 11.12472 13.76518 -0.35 0.16 0.16 0.32
H 11.40991 9.90295 13.09365 0.26 0.04 0.24 0.42
H 12.49304 11.77746 10.19791 -0.02 0.80 -0.34 0.35
H 13.38853 11.01609 11.53346 -0.48 -0.40 -0.70 0.20
H 11.91959 10.22634 10.69620 0.49 -0.20 0.21 0.34
H 9.80973 15.23973 13.26912 -0.48 0.30 -0.24 0.00
H 8.95156 15.39612 11.72966 -0.21 0.38 -0.44 0.33
H 8.11657 14.77356 13.21334 0.63 -0.42 -0.81 0.26
H 9.06209 13.51040 10.20357 0.52 -0.36 0.04 0.30
H 8.04398 12.47860 11.19225 0.48 0.48 0.33 0.35
H 9.64965 11.88260 10.95289 -0.02 0.58 -0.64 0.37
O 18.29051 20.38118 17.03749 -0.74 1.11 0.30 0.30
P 17.79797 21.71551 17.53841 -1.23 -0.43 1.57 -0.32
N 16.16100 22.01473 17.11266 -0.10 0.69 -0.24 0.68
C 15.66442 23.43071 17.10936 2.72 -0.92 0.94 -1.08
C 15.05737 21.03619 17.15044 0.71 0.28 0.91 -1.03
N 18.67148 22.98808 16.91895 -0.88 -1.70 -0.26 0.85
C 19.13577 24.22923 17.49989 -1.13 -0.24 -0.99 -1.16
C 18.91319 22.76529 15.50712 1.08 2.03 -0.49 -0.57
N 17.83222 21.91723 19.22632 -0.27 0.19 -0.37 0.08
C 16.68347 21.87712 20.17820 -0.45 -1.82 -1.06 -0.88
C 19.14695 21.69363 19.87723 -1.34 -0.73 -0.79 -1.41
H 15.41522 23.74096 18.13541 -0.14 0.10 -0.27 0.24
H 14.82696 23.47143 16.47761 -1.14 0.27 -0.85 0.42
H 16.50134 24.06733 16.72672 -0.95 -0.32 0.27 0.20
H 14.35060 21.22552 18.00314 0.57 -0.11 -0.59 0.37
H 15.52160 20.06825 17.28774 -0.14 -0.41 0.06 0.01
H 14.46557 21.01040 16.23265 0.13 0.22 -0.15 0.34
H 20.13796 24.41271 17.15832 0.68 0.02 0.28 0.27
H 18.52490 25.06411 17.15786 -0.12 0.27 -0.21 0.34
H 19.00173 24.20173 18.55154 0.34 -0.15 1.03 0.34
H 18.21843 23.23328 14.80699 -0.54 0.13 0.23 0.21
H 19.85744 23.27159 15.29529 0.26 -0.18 -0.23 0.44
H 19.01687 21.75217 15.20803 0.06 -0.93 0.23 -0.51
H 15.76453 21.32532 19.79460 1.24 0.65 0.09 0.13
H 16.94845 21.33293 21.09695 0.34 -0.04 -0.39 0.31
H 16.33397 22.82186 20.52151 -0.05 1.17 -0.03 0.35
H 19.08349 20.70542 20.35255 0.64 0.37 0.09 0.67
H 19.34317 22.49685 20.53998 0.08 0.67 1.16 0.41
H 19.93092 21.75404 19.14287 0.24 -0.42 -0.34 0.33
O 15.89069 14.13627 18.81082 0.10 -0.81 -0.70 -0.16
P 16.28537 15.44456 18.24638 -1.51 2.51 1.01 -1.40
N 17.61141 15.72430 17.33938 0.51 -0.32 -0.57 1.33
C 18.90683 15.99532 17.97370 0.89 -1.45 -1.70 -1.55
C 17.73167 15.03632 16.05167 1.43 1.57 0.04 -0.82
N 16.59702 16.45095 19.56962 0.27 0.25 -0.67 1.00
C 16.75524 17.92627 19.34084 -0.33 -1.35 -0.21 -0.57
C 16.00628 16.01008 20.81641 -0.79 -0.05 -0.44 0.57
N 15.02339 16.09389 17.29415 -0.16 -1.32 0.03 1.66
C 13.68085 15.50221 17.44707 -0.69 0.15 -0.34 0.41
C 15.16096 17.06767 16.22346 0.82 0.67 0.32 0.04
H 19.51178 16.70341 17.38945 -0.36 -0.12 -0.19 0.00
H 19.50182 15.04628 18.04610 -0.37 0.72 0.10 0.13
H 18.76485 16.41695 18.91281 -0.16 0.53 1.69 0.62
H 17.96758 14.00464 16.15337 0.10 -1.13 0.21 -0.09
H 18.63056 15.50878 15.59504 -0.67 -0.35 -0.22 0.24
H 16.88106 15.16247 15.40526 -0.42 0.13 -0.11 0.26
H 17.38922 18.43486 20.07627 0.38 -0.56 -0.15 0.22
H 17.19087 17.96464 18.32136 -0.35 0.86 0.70 -0.49
H 15.77859 18.41192 19.44549 -0.10 0.06 -0.56 0.47
H 14.90444 16.21772 20.81047 0.54 -0.28 0.30 -0.10
H 16.20257 14.93190 20.93738 -0.31 0.57 0.27 0.27
H 16.45662 16.57377 21.61264 0.19 0.17 0.54 -1.01
H 12.89428 16.24001 17.13586 0.76 -0.28 0.48 0.40
H 13.48783 14.65223 16.77132 0.34 -0.01 0.29 -0.45
H 13.47940 15.16374 18.48025 0.23 0.23 -0.53 -0.47
H 16.03908 17.68324 16.51404 -0.68 0.09 -0.56 -0.41
H 14.24099 17.65784 16.14574 0.20 0.16 0.33 0.49
H 15.33533 16.73691 15.17546 0.00 -0.62 0.58 -0.09
C 17.40943 18.10784 13.68698 0.53 -0.12 0.86 1.24
C 18.36346 17.76455 12.53454 -0.67 0.98 -0.62 -0.89
C 18.02396 18.90007 11.50350 1.12 -1.87 -0.48 -0.78
S 18.25367 20.33741 12.49771 0.71 -0.87 0.42 1.18
O 17.43038 21.40520 12.04717 -0.50 1.11 -0.41 -0.77
O 19.68737 20.51670 12.66598 -0.51 0.10 -0.05 -0.59
C 17.57407 19.61090 13.98692 -0.50 0.32 -0.54 1.60
H 17.72641 17.57957 14.58474 -0.20 -0.18 0.11 -0.40
H 16.37354 17.81282 13.48308 0.22 0.20 -0.20 -0.56
H 18.29203 16.72892 12.19241 -0.31 0.30 -0.25 0.48
H 19.39280 17.92739 12.81638 0.37 -0.05 0.37 0.18
H 17.01500 18.76410 11.14505 -0.45 0.39 0.03 0.33
H 18.70049 18.91594 10.63668 -0.13 0.20 0.35 0.54
H 16.68181 20.21538 14.19452 0.00 -0.51 0.07 0.45
H 18.27486 19.79432 14.77870 0.24 0.01 0.50 -2.23
C 9.79752 16.25939 19.20455 -1.30 0.95 0.85 -0.73
C 8.97942 17.60122 19.10195 -0.38 -0.38 -0.42 -0.73
C 9.04650 18.30504 20.47458 0.78 -1.55 0.64 -0.88
S 10.68700 17.72475 21.19821 -1.02 -0.31 -0.21 1.32
O 10.43747 16.90501 22.37424 0.06 0.74 -0.32 -0.67
O 11.60557 18.83132 21.24510 0.37 0.08 0.23 -0.73
C 11.10446 16.59383 19.87653 0.74 0.72 -1.23 1.08
H 9.87491 15.70044 18.27395 0.13 0.17 0.02 0.20
H 9.30037 15.63530 19.95257 -0.27 -0.29 -0.37 0.37
H 7.92456 17.44580 18.82379 0.27 -0.34 0.33 0.44
H 9.33070 18.18488 18.24599 0.46 0.31 0.43 0.27
H 8.38660 17.82380 21.20928 -0.19 0.05 -0.44 0.35
H 8.88019 19.37498 20.55231 0.50 0.07 -0.28 0.44
H 11.56606 15.68186 20.20710 0.24 -0.17 0.70 -0.92
H 11.81670 17.13538 19.23136 -0.31 -0.10 0.11 0.16
C 21.11290 18.71615 15.28380 0.20 -1.43 0.53 0.03
C 22.27780 19.41190 14.52968 -0.35 -1.14 0.70 -1.10
C 22.25616 20.75971 15.10463 -0.57 1.65 1.47 -0.49
S 22.19852 20.49088 16.91758 1.52 -2.94 0.37 0.91
O 21.36222 21.38117 17.61457 -1.67 2.07 0.39 -0.62
O 23.51517 20.32986 17.51394 -0.15 -0.20 -1.06 -0.75
C 21.32662 18.83817 16.80629 0.22 0.49 0.20 0.08
H 20.91212 17.66135 14.97115 0.36 0.73 0.21 0.62
H 20.20876 19.26648 15.11692 -0.50 0.36 -0.59 -0.37
H 22.04596 19.45145 13.49204 -0.01 -0.05 -0.93 0.46
H 23.26545 18.98663 14.70190 -0.10 -0.53 -0.08 0.41
H 21.26763 21.20107 14.88962 0.61 0.36 -0.05 0.01
H 23.10458 21.41848 14.92754 -0.15 0.05 -0.19 0.54
H 20.40393 18.95851 17.42283 0.51 0.07 -0.71 -0.25
H 21.91610 18.01790 17.25020 0.18 0.60 -0.28 0.43
C 12.96322 17.69558 24.77824 0.05 2.18 -0.93 -0.11
C 14.46247 17.47968 24.40350 0.01 -1.37 0.15 -0.49
C 14.66076 15.95239 24.35856 0.93 -0.54 2.30 -0.07
S 13.56141 15.26000 25.71372 -2.16 1.06 -4.70 1.14
O 14.23216 15.43123 26.93600 1.20 -0.55 2.42 -0.66
O 12.95548 14.03954 25.17763 0.92 0.48 1.31 -0.62
C 12.28782 16.58638 25.56428 -0.22 -1.21 -0.65 -0.57
H 12.50075 17.88990 23.78885 -0.34 -0.31 0.79 -0.34
H 12.85418 18.64112 25.35972 0.16 -0.54 -0.55 0.36
H 15.15408 17.87736 25.14607 -0.13 0.11 0.06 0.34
H 14.74128 17.89956 23.42100 -0.40 0.05 0.46 0.27
H 15.67435 15.64208 24.75479 -0.93 0.25 -0.85 0.41
H 14.39844 15.41382 23.46259 -0.08 0.07 -0.39 -0.36
H 11.94734 16.93697 26.54805 0.20 -0.43 -0.26 0.40
H 11.45604 16.08284 24.99110 0.79 0.73 0.67 0.27
C 18.67448 10.97004 19.15977 0.30 -0.12 -0.27 -1.34
C 19.04410 12.47717 18.93594 -0.59 -1.33 0.90 0.28
C 18.62196 13.27106 20.14989 0.25 0.74 0.65 0.00
S 18.17290 12.12770 21.39736 0.59 -0.71 -0.68 1.16
O 17.14474 12.61815 22.26734 -0.40 0.28 0.38 -0.64
O 19.41288 11.63577 21.96403 -0.47 -0.30 0.04 -0.81
C 17.50366 10.98936 20.14929 1.47 0.47 0.42 0.38
H 19.53132 10.47087 19.58552 0.13 -0.47 0.10 0.34
H 18.37816 10.47154 18.20678 0.47 0.34 0.89 0.61
H 18.39898 12.73563 18.15463 -0.69 0.99 -1.48 -0.78
H 20.05614 12.69389 18.69076 0.83 -0.29 -0.38 0.58
H 17.67735 13.76120 19.94549 0.19 0.71 0.04 -0.49
H 19.42386 13.88398 20.59251 -0.56 0.11 -0.35 0.36
H 16.72552 11.56693 19.64965 -0.71 -0.51 0.57 -0.74
H 17.28676 10.05616 20.66645 -0.49 0.01 -0.46 0.63
C 13.68184 18.98721 12.89936 -1.16 0.82 0.18 0.59
C 13.40645 17.74529 12.03490 0.44 -0.84 -0.16 -0.69
C 11.95746 17.30499 12.22852 -0.37 -1.42 1.05 0.48
S 11.32310 18.21327 13.62851 1.37 -0.27 -1.03 1.01
O 11.85819 17.74994 14.87213 0.26 -0.97 1.13 -0.38
O 9.92027 18.33575 13.46455 -1.47 0.50 0.10 -0.80
C 12.31534 19.61819 13.26893 -0.78 0.66 -0.60 -1.20
H 14.24695 19.76646 12.41438 0.53 0.00 -0.28 0.65
H 14.17670 18.67826 13.80930 0.17 0.13 0.29 -0.79
H 14.04844 16.93277 12.38507 0.10 0.07 -0.13 0.25
H 13.65584 17.88724 10.96926 -0.31 0.07 0.46 0.39
H 11.73064 16.20424 12.44173 0.68 1.48 -0.63 -1.03
H 11.32578 17.64244 11.43531 -0.45 0.01 -0.64 0.58
H 12.24274 20.27747 14.12566 0.48 0.05 0.28 0.48
H 11.78468 20.15018 12.45444 0.63 -0.27 0.02 0.41
C 15.89200 11.94554 15.56200 -1.69 0.94 -1.23 0.10
C 14.70169 11.09716 14.95981 0.30 1.51 -0.28 -0.83
C 13.84828 10.63681 16.11062 -1.30 2.18 0.18 -0.17
S 15.06370 10.07691 17.20273 0.79 1.17 2.03 1.12
O 15.60643 8.85865 16.69431 0.21 -1.05 -0.18 -0.75
O 14.62498 10.20428 18.58134 0.25 -0.53 -0.68 -0.64
C 16.29835 11.40090 16.85301 -0.84 -1.28 1.66 0.56
H 15.47461 12.95876 15.70960 0.15 -0.28 -0.02 -0.78
H 16.75802 12.07268 14.94538 0.20 -0.14 -0.90 0.71
H 14.99034 10.20936 14.46496 0.73 -0.66 -1.05 0.38
H 14.15691 11.78929 14.30634 0.05 -0.64 -0.12 0.16
H 13.07471 9.89580 15.88123 0.41 0.04 0.14 0.73
H 13.37869 11.55492 16.57970 0.26 -1.13 -0.10 -0.31
H 17.25505 10.90637 16.82322 0.16 -0.14 0.09 0.24
H 16.20116 12.11204 17.66753 0.21 0.08 0.10 -0.59
C 13.41540 10.81438 21.38170 -0.34 0.31 -0.64 -0.15
C 13.70478 12.20719 21.95957 -0.31 0.78 -0.45 -0.31
C 13.33187 13.14981 20.76225 1.14 0.75 0.13 0.94
S 11.83492 12.53273 20.03332 -0.74 -1.11 0.44 1.20
O 11.91019 12.31174 18.61387 0.93 -0.05 -0.90 -0.50
O 10.64614 13.27510 20.40394 0.46 0.16 0.79 -0.73
C 11.94964 10.93004 20.89470 -0.08 0.18 -0.96 -1.14
H 13.53566 10.07374 22.12619 -0.28 -0.85 1.04 0.62
H 14.11897 10.47151 20.58889 -0.69 0.81 0.32 -0.13
H 14.76539 12.34119 22.29828 -1.02 0.03 -0.39 0.10
H 12.99242 12.45718 22.78937 0.79 -0.42 -0.43 0.32
H 14.12429 13.08731 19.98019 -0.56 0.31 0.45 -1.02
H 13.11139 14.19291 21.05157 0.38 -0.37 -0.12 -0.15
H 11.59164 10.23108 20.12160 0.28 -0.05 0.54 0.50
H 11.21697 11.04254 21.69161 0.12 -0.33 0.24 0.46